1.
Formula: C7H12N2Si
Source: the Open Molecules 2025 dataset
Level of theory: ωB97M-V/def2-TZVPD

The calculation puts the HOMO-LUMO gap at 9.62 eV. The spin multiplicity is 1. The SMILES is C[Si](N)(N)c1ccccc1. The value obtained for the total energy is -18312.534 eV. The LUMO energy is 0.76 eV. Its energy above the lowest of the compared OMol25 structures with the same formula, charge and spin is 0.0 kcal per mole. Its net charge is 0.

Each atom is followed by the atoms it is bonded to, with distances in Å.
Positions of all 22 atoms, in Å:
1 C -2.1173 1.3378 -1.1559  Si2 1.892, H11 1.084, H12 1.087, H13 1.085
2 Si -1.4389 0.0832 0.0869  C1 1.892, N3 1.723, N4 2.251, C5 1.894
3 N -1.9992 0.4782 1.6671  Si2 1.723, H14 1.008, H15 1.009
4 N -2.2314 -1.9699 -0.3870  Si2 2.251, H16 1.012, H17 1.014
5 C 0.4524 -0.0129 0.1027  Si2 1.894, C6 1.393, C10 1.391
6 C 1.2063 1.1554 0.0229  C5 1.393, C7 1.383, H18 1.081
7 C 2.5890 1.1193 0.0329  C6 1.383, C8 1.385, H19 1.082
8 C 3.2492 -0.0952 0.1138  C7 1.385, C9 1.385, H20 1.081
9 C 2.5176 -1.2681 0.1976  C8 1.385, C10 1.383, H21 1.082
10 C 1.1358 -1.2211 0.1941  C5 1.391, C9 1.383, H22 1.081
11 H -3.1702 1.1688 -1.3528  C1 1.084
12 H -2.0124 2.3435 -0.7582  C1 1.087
13 H -1.5872 1.2956 -2.1017  C1 1.085
14 H -2.9927 0.6026 1.7857  N3 1.008
15 H -1.6365 -0.0519 2.4459  N3 1.009
16 H -1.4980 -2.5995 -0.0880  N4 1.012
17 H -2.2612 -2.0236 -1.3994  N4 1.014
18 H 0.7027 2.1104 -0.0387  C6 1.081
19 H 3.1573 2.0383 -0.0197  C7 1.082
20 H 4.3300 -0.1289 0.1166  C8 1.081
21 H 3.0290 -2.2191 0.2685  C9 1.082
22 H 0.5759 -2.1429 0.2668  C10 1.081


2.
Formula: C22H42N2O8
Source: the Open Molecules 2025 dataset
Level of theory: ωB97M-V/def2-TZVPD

The calculation puts the HOMO-LUMO gap at 9.72 eV. The spin multiplicity is 1. The SMILES is CCCCOC(=O)N1CCOCCOCCN(C(=O)OCCCC)CCOCCOCC1. The value obtained for the total energy is -42855.660 eV. The LUMO energy is 0.77 eV. Its energy above the lowest of the compared OMol25 structures with the same formula, charge and spin is 11.8 kcal per mole. Its net charge is 0.

Each atom is followed by the atoms it is bonded to, with distances in Å.
Positions of all 74 atoms, in Å:
1 C -4.4083 -5.1717 0.9877  C2 1.523, H33 1.088, H34 1.087, H35 1.088
2 C -4.6682 -3.7888 0.4045  C1 1.523, C3 1.527, H36 1.092, H37 1.092
3 C -4.5383 -3.7858 -1.1174  C2 1.527, C4 1.527, H38 1.092, H39 1.092
4 C -4.8730 -2.4249 -1.7242  C3 1.527, O5 1.425, H40 1.094, H41 1.095
5 O -3.9415 -1.4319 -1.3051  C4 1.425, C6 1.355
6 C -4.3722 -0.5566 -0.3649  O5 1.355, O7 1.210, N8 1.353
7 O -5.5122 -0.5015 0.0378  C6 1.210
8 N -3.3733 0.2438 0.0727  C6 1.353, C9 1.446, C32 1.448
9 C -2.0270 0.1757 -0.4499  N8 1.446, C10 1.532, H42 1.090, H43 1.090
10 C -1.7819 1.1279 -1.6247  C9 1.532, O11 1.421, H44 1.094, H45 1.099
11 O -1.7614 2.4719 -1.1639  C10 1.421, C12 1.407
12 C -0.9976 3.3544 -1.9504  O11 1.407, C13 1.534, H46 1.096, H47 1.094
13 C 0.4954 3.3387 -1.5999  C12 1.534, O14 1.415, H48 1.097, H49 1.100
14 O 1.1103 2.2006 -2.1744  C13 1.415, C15 1.411
15 C 2.5205 2.2099 -2.1336  O14 1.411, C16 1.536, H50 1.100, H51 1.093
16 C 3.1470 2.0698 -0.7380  C15 1.536, N17 1.448, H52 1.092, H53 1.092
17 N 3.0002 0.7391 -0.1856  C16 1.448, C18 1.353, C25 1.446
18 C 4.1110 -0.0025 0.0289  N17 1.353, O19 1.210, O20 1.355
19 O 5.2264 0.3301 -0.3033  C18 1.210
20 O 3.8294 -1.1706 0.6551  C18 1.355, C21 1.425
21 C 4.9340 -2.0528 0.8387  O20 1.425, C22 1.527, H54 1.093, H55 1.094
22 C 5.2265 -2.8514 -0.4298  C21 1.527, C23 1.527, H56 1.093, H57 1.092
23 C 6.2434 -3.9684 -0.2040  C22 1.527, C24 1.524, H58 1.092, H59 1.093
24 C 7.6308 -3.4486 0.1542  C23 1.524, H60 1.088, H61 1.087, H62 1.087
25 C 1.6878 0.3318 0.2635  N17 1.446, C26 1.532, H63 1.090, H64 1.090
26 C 1.3344 0.8543 1.6598  C25 1.532, O27 1.421, H65 1.100, H66 1.094
27 O 1.1181 2.2578 1.6125  C26 1.421, C28 1.407
28 C 0.2563 2.7565 2.6073  O27 1.407, C29 1.534, H67 1.096, H68 1.094
29 C -1.2272 2.6380 2.2366  C28 1.534, O30 1.416, H69 1.100, H70 1.097
30 O -1.6675 1.3083 2.4411  C29 1.416, C31 1.411
31 C -3.0661 1.1352 2.3744  O30 1.411, C32 1.536, H71 1.100, H72 1.093
32 C -3.6940 1.3221 0.9849  N8 1.448, C31 1.536, H73 1.092, H74 1.092
33 H -3.4071 -5.5129 0.7327  C1 1.088
34 H -4.4987 -5.1518 2.0711  C1 1.087
35 H -5.1245 -5.8912 0.5968  C1 1.088
36 H -5.6703 -3.4543 0.6798  C2 1.092
37 H -3.9562 -3.0770 0.8281  C2 1.092
38 H -3.5189 -4.0594 -1.3986  C3 1.092
39 H -5.2198 -4.5223 -1.5473  C3 1.092
40 H -4.8057 -2.4644 -2.8152  C4 1.094
41 H -5.8784 -2.1095 -1.4269  C4 1.095
42 H -1.3446 0.4255 0.3625  C9 1.090
43 H -1.8360 -0.8445 -0.7840  C9 1.090
44 H -0.8228 0.8791 -2.0889  C10 1.094
45 H -2.5795 1.0109 -2.3724  C10 1.099
46 H -1.1270 3.1361 -3.0171  C12 1.096
47 H -1.3909 4.3528 -1.7385  C12 1.094
48 H 0.6015 3.3282 -0.5077  C13 1.097
49 H 0.9649 4.2512 -1.9970  C13 1.100
50 H 2.8931 3.1413 -2.5861  C15 1.100
51 H 2.8263 1.3656 -2.7559  C15 1.093
52 H 2.7049 2.7899 -0.0458  C16 1.092
53 H 4.2188 2.2595 -0.8247  C16 1.092
54 H 4.6342 -2.7140 1.6554  C21 1.093
55 H 5.8092 -1.4663 1.1317  C21 1.094
56 H 4.2870 -3.2825 -0.7851  C22 1.093
57 H 5.5956 -2.1640 -1.1932  C22 1.092
58 H 6.3117 -4.5578 -1.1211  C23 1.092
59 H 5.8851 -4.6301 0.5883  C23 1.093
60 H 8.3435 -4.2696 0.1883  C24 1.088
61 H 7.9684 -2.7297 -0.5883  C24 1.087
62 H 7.6271 -2.9622 1.1257  C24 1.087
63 H 1.6499 -0.7577 0.2799  C25 1.090
64 H 0.9608 0.7096 -0.4553  C25 1.090
65 H 2.1545 0.6353 2.3586  C26 1.100
66 H 0.4285 0.3497 2.0090  C26 1.094
67 H 0.4368 2.2550 3.5654  C28 1.096
68 H 0.5033 3.8174 2.7058  C28 1.094
69 H -1.8098 3.3209 2.8729  C29 1.100
70 H -1.3534 2.9322 1.1870  C29 1.097
71 H -3.5546 1.8341 3.0700  C31 1.100
72 H -3.2408 0.1128 2.7179  C31 1.093
73 H -3.3703 2.2666 0.5421  C32 1.092
74 H -4.7797 1.3271 1.0998  C32 1.092


3.
Formula: C4H11N2O
Source: the Open Molecules 2025 dataset
Level of theory: ωB97M-V/def2-TZVPD

The calculation puts the HOMO-LUMO gap at 11.57 eV. The spin multiplicity is 1. The SMILES is C[C@@]1(N)[NH2+]CCO1. The value obtained for the total energy is -9347.735 eV. The LUMO energy is -3.06 eV. Its energy above the lowest of the compared OMol25 structures with the same formula, charge and spin is 25.9 kcal per mole. Its net charge is +1.

Each atom is followed by the atoms it is bonded to, with distances in Å.
Positions of all 18 atoms, in Å:
1 C -1.7519 -0.2410 -0.9611  C2 1.512, H8 1.086, H9 1.088, H10 1.086
2 C -0.6668 0.2363 -0.0231  C1 1.512, N3 1.394, N4 1.688, O7 1.364
3 N -1.1015 0.5731 1.2574  C2 1.394, H11 1.008, H12 1.009
4 N 0.3733 -1.0645 0.2532  C2 1.688, C5 1.473, H13 1.021, H14 1.024
5 C 1.7186 -0.5407 -0.0414  N4 1.473, C6 1.540, H15 1.090, H16 1.088
6 C 1.4922 0.9818 -0.0882  C5 1.540, O7 1.413, H17 1.096, H18 1.088
7 O 0.1945 1.0989 -0.6342  C2 1.364, C6 1.413
8 H -1.3245 -0.6171 -1.8862  C1 1.086
9 H -2.3822 0.6085 -1.2154  C1 1.088
10 H -2.3661 -1.0033 -0.4910  C1 1.086
11 H -2.0977 0.5437 1.4063  N3 1.008
12 H -0.6834 1.3984 1.6603  N3 1.009
13 H 0.1216 -1.8638 -0.3293  N4 1.021
14 H 0.2522 -1.3139 1.2386  N4 1.024
15 H 2.0483 -0.8969 -1.0172  C5 1.090
16 H 2.4443 -0.8238 0.7177  C5 1.088
17 H 1.5540 1.4248 0.9122  C6 1.096
18 H 2.1754 1.4996 -0.7588  C6 1.088